Record 1
The following is a DFT calculation (wB97M-V/def2-TZVPD) of a cluster of 2 separate species, C19H15N3O4S in total in a non-equilibrium geometry.

Cartesian coordinates (Å):
C  5.62  -3.86  -5.35
H  5.77  -4.40  -6.17
O  4.09  -3.76  -5.23
C  3.70  -3.03  -4.23
C  2.45  -2.97  -4.11
C  1.76  -2.49  -3.13
C  2.52  -1.80  -2.19
C  3.77  -1.48  -2.49
C  4.45  -2.24  -3.48
H  5.51  -2.17  -3.39
H  4.21  -1.05  -1.86
N  1.71  -0.91  -1.46
C  0.70  -0.02  -1.47
O  -0.05  -0.09  -2.61
C  0.17  0.56  -0.27
C  1.19  -0.17  0.86
C  2.22  -0.87  0.19
O  3.14  -1.53  0.52
H  1.51  0.84  1.30
H  0.65  -0.79  1.60
H  0.15  1.60  -0.37
S  -1.61  -0.26  0.09
C  -1.99  1.07  1.30
N  -1.09  1.87  1.81
N  -1.85  2.92  2.48
C  -3.01  2.31  2.83
C  -3.87  2.77  3.78
C  -5.39  2.08  3.55
C  -6.19  2.40  4.51
C  -6.03  3.55  5.41
C  -4.89  4.24  5.27
C  -3.73  3.89  4.45
H  -2.87  4.25  4.53
H  -4.52  5.10  6.07
H  -6.75  3.93  6.01
H  -7.40  1.96  4.39
H  -5.42  1.40  2.90
O  -3.14  0.99  2.07
H  0.56  -2.54  -3.13
H  1.75  -3.95  -4.95
H  6.01  -2.88  -5.48
H  6.19  -4.47  -4.54

The calculation puts the lowest unoccupied orbital energy at -0.63 eV. The total charge is 0. As for the multiplicity: 1. For the HOMO-LUMO gap, the calculation gives 7.92 eV.

Mulliken charges, unit e, in atom order: number 1, C, carries -0.89; number 2, H, carries 0.34; number 3, O, carries -0.47; number 4, C, carries 0.88; number 5, C, carries 0.16; number 6, C, carries -0.64; number 7, C, carries 0.42; number 8, C, carries -1.16; number 9, C, carries -0.67; number 10, H, carries 0.39; number 11, H, carries 0.74; number 12, N, carries 0.11; number 13, C, carries -0.05; number 14, O, carries -0.70; number 15, C, carries 0.01; number 16, C, carries -0.58; number 17, C, carries 0.46; number 18, O, carries -0.48; number 19, H, carries 0.25; number 20, H, carries 0.30; number 21, H, carries 0.68; number 22, S, carries -0.07; number 23, C, carries 0.40; number 24, N, carries -0.07; number 25, N, carries -0.64; number 26, C, carries 0.49; number 27, C, carries 0.33; number 28, C, carries -0.83; number 29, C, carries -0.26; number 30, C, carries -0.45; number 31, C, carries -0.25; number 32, C, carries -0.54; number 33, H, carries 0.64; number 34, H, carries 0.15; number 35, H, carries 0.52; number 36, H, carries 0.15; number 37, H, carries 0.71; number 38, O, carries -0.33; number 39, H, carries 0.20; number 40, H, carries 0.10; number 41, H, carries 0.37; number 42, H, carries 0.28

---

Record 2
The following is a DFT calculation (wB97M-V/def2-TZVPD) of a structure of composition C19H15NS4Se4Tc.

Cartesian coordinates (Å):
Tc  -0.43  -0.63  -0.10
S  1.46  -1.86  0.73
C  1.13  -2.02  2.47
C  1.89  -2.92  3.25
C  1.55  -3.18  4.57
C  0.47  -2.53  5.17
C  -0.25  -1.61  4.43
C  0.09  -1.35  3.10
S  -0.96  -0.25  2.17
C  -0.10  1.34  2.35
C  0.76  1.76  1.19
C  1.52  2.91  1.29
C  2.30  3.30  0.23
C  2.33  2.52  -0.90
C  1.57  1.36  -0.95
C  1.70  0.43  -2.12
S  0.30  -0.70  -2.34
C  -0.84  0.34  -3.24
C  -0.68  0.44  -4.63
C  -1.54  1.22  -5.38
C  -2.58  1.89  -4.72
C  -2.75  1.77  -3.35
C  -1.89  0.97  -2.58
S  -2.19  0.79  -0.85
N  0.77  1.01  0.07
H  2.71  -3.45  2.77
H  2.12  -3.92  5.13
H  0.19  -2.76  6.20
H  -1.09  -1.09  4.88
H  0.50  1.30  3.26
H  -0.88  2.08  2.50
H  1.48  3.49  2.21
H  2.90  4.21  0.29
H  2.96  2.77  -1.75
H  2.55  -0.24  -1.93
H  1.88  0.97  -3.05
H  0.14  -0.10  -5.11
H  -1.43  1.29  -6.45
H  -3.27  2.50  -5.30
H  -3.56  2.28  -2.85
Se  -2.98  -2.09  -1.49
Se  -4.20  -3.80  -0.79
Se  -2.78  -4.76  0.96
Se  -0.89  -3.68  0.65

The calculation puts the lowest unoccupied orbital energy (alpha / beta) at 0.08 / -1.87 eV. The total charge is 0. As for the multiplicity: 4. For the HOMO-LUMO gap (alpha / beta), the calculation gives 6.94 / 5.57 eV.

Mulliken charges, unit e, in atom order: number 1, Tc, carries 0.04; number 2, S, carries -0.42; number 3, C, carries 0.61; number 4, C, carries -0.70; number 5, C, carries -0.52; number 6, C, carries -0.58; number 7, C, carries -0.42; number 8, C, carries 0.22; number 9, S, carries -0.24; number 10, C, carries -0.94; number 11, C, carries 0.48; number 12, C, carries -0.98; number 13, C, carries -0.39; number 14, C, carries -1.03; number 15, C, carries 0.49; number 16, C, carries -0.96; number 17, S, carries -0.25; number 18, C, carries 0.23; number 19, C, carries -0.56; number 20, C, carries -0.58; number 21, C, carries -0.50; number 22, C, carries -0.74; number 23, C, carries 0.78; number 24, S, carries -0.37; number 25, N, carries 0.88; number 26, H, carries 0.41; number 27, H, carries 0.37; number 28, H, carries 0.37; number 29, H, carries 0.42; number 30, H, carries 0.51; number 31, H, carries 0.50; number 32, H, carries 0.51; number 33, H, carries 0.40; number 34, H, carries 0.49; number 35, H, carries 0.40; number 36, H, carries 0.58; number 37, H, carries 0.44; number 38, H, carries 0.37; number 39, H, carries 0.36; number 40, H, carries 0.41; number 41, Se, carries 0.10; number 42, Se, carries -0.15; number 43, Se, carries -0.15; number 44, Se, carries 0.11

---

Record 3
The following is a DFT calculation (wB97M-V/def2-TZVPD) of a structure of composition C19H16Cl3PPdSe2Te2 in a non-equilibrium geometry.

Cartesian coordinates (Å):
Pd  -1.79  -2.02  0.59
Se  -4.44  0.64  2.70
Te  -3.47  -1.71  2.58
Te  -3.43  -3.87  0.67
Se  -1.02  -4.37  -0.19
Cl  -2.88  0.62  -0.67
C  -1.95  1.68  0.34
C  -2.50  2.89  0.72
C  -1.74  3.76  1.49
C  -0.44  3.43  1.85
C  0.08  2.20  1.49
C  -0.67  1.29  0.74
P  -0.16  -0.46  0.44
C  0.64  -0.32  -1.20
C  0.60  0.82  -2.00
C  1.12  0.81  -3.29
C  1.66  -0.35  -3.81
C  1.67  -1.51  -3.04
C  1.17  -1.50  -1.75
C  1.26  -0.61  1.59
C  2.60  -0.45  1.22
C  3.60  -0.59  2.17
C  3.28  -0.87  3.50
C  1.95  -1.04  3.86
C  0.95  -0.92  2.91
H  -3.53  3.11  0.47
H  -2.18  4.70  1.83
H  0.15  4.12  2.43
H  1.07  1.92  1.81
H  0.15  1.72  -1.60
H  1.10  1.72  -3.88
H  2.05  -0.36  -4.82
H  2.06  -2.44  -3.46
H  1.14  -2.41  -1.16
H  2.85  -0.23  0.19
H  4.64  -0.47  1.88
H  4.07  -0.96  4.24
H  1.69  -1.27  4.89
H  -0.10  -1.07  3.18
Cl  -1.85  -1.64  -5.37
C  -2.30  -0.99  -3.74
Cl  -2.18  -2.19  -2.46
H  -3.32  -0.63  -3.82
H  -1.61  -0.19  -3.53

The calculation puts the lowest unoccupied orbital energy at 4.27 eV. The total charge is -2. As for the multiplicity: 1. For the HOMO-LUMO gap, the calculation gives 4.11 eV.

Mulliken charges, unit e, in atom order: number 1, Pd, carries -0.15; number 2, Se, carries -0.84; number 3, Te, carries -0.26; number 4, Te, carries -0.17; number 5, Se, carries -0.80; number 6, Cl, carries -0.07; number 7, C, carries 0.66; number 8, C, carries -0.76; number 9, C, carries -0.42; number 10, C, carries -0.70; number 11, C, carries -0.22; number 12, C, carries -0.26; number 13, P, carries 1.16; number 14, C, carries 0.50; number 15, C, carries -0.49; number 16, C, carries -0.53; number 17, C, carries -0.43; number 18, C, carries -0.64; number 19, C, carries -0.34; number 20, C, carries -0.20; number 21, C, carries 0.02; number 22, C, carries -0.64; number 23, C, carries -0.43; number 24, C, carries -0.63; number 25, C, carries -0.16; number 26, H, carries 0.48; number 27, H, carries 0.32; number 28, H, carries 0.36; number 29, H, carries 0.37; number 30, H, carries 0.34; number 31, H, carries 0.33; number 32, H, carries 0.32; number 33, H, carries 0.37; number 34, H, carries 0.25; number 35, H, carries 0.31; number 36, H, carries 0.37; number 37, H, carries 0.34; number 38, H, carries 0.39; number 39, H, carries 0.16; number 40, Cl, carries -0.25; number 41, C, carries -0.16; number 42, Cl, carries 0.11; number 43, H, carries 0.41; number 44, H, carries -0.04

---

Record 4
The following is a DFT calculation (wB97M-V/def2-TZVPD) of the molecule C19H16ClN5O4.

Cartesian coordinates (Å):
C  -0.36  -1.91  2.96
C  -1.05  -0.74  2.28
H  -0.89  0.19  2.83
H  -2.13  -0.91  2.20
O  -0.51  -0.60  0.96
C  -1.20  0.18  0.12
O  -2.24  0.72  0.42
C  -0.53  0.26  -1.18
C  -1.05  0.46  -2.46
N  0.01  0.37  -3.30
N  1.17  0.16  -2.68
C  0.86  0.07  -1.40
N  1.83  -0.14  -0.41
C  2.66  -1.23  -0.46
O  2.70  -2.01  -1.37
N  3.43  -1.39  0.69
C  3.14  -0.73  1.87
C  3.61  -1.17  3.10
C  3.30  -0.46  4.25
C  2.52  0.69  4.18
C  2.04  1.13  2.96
C  2.35  0.42  1.81
N  1.87  0.87  0.55
O  2.62  1.98  0.08
H  3.56  1.74  -0.03
H  1.45  2.02  2.87
H  2.29  1.24  5.08
H  3.68  -0.80  5.20
H  4.23  -2.06  3.15
H  3.95  -2.26  0.73
H  0.01  0.48  -4.30
C  -2.39  0.68  -2.98
C  -3.33  1.42  -2.26
C  -4.59  1.63  -2.79
C  -4.94  1.12  -4.03
C  -4.00  0.39  -4.74
C  -2.74  0.16  -4.23
H  -2.04  -0.44  -4.79
Cl  -4.42  -0.27  -6.28
H  -5.92  1.29  -4.44
H  -5.31  2.21  -2.23
H  -3.07  1.81  -1.29
H  -0.79  -2.06  3.94
H  -0.49  -2.81  2.37
H  0.70  -1.71  3.06

The calculation puts the lowest unoccupied orbital energy at 0.45 eV. The total charge is 0. As for the multiplicity: 1. For the HOMO-LUMO gap, the calculation gives 9.18 eV. As for the SMILES: CCOC(=O)c1c(N2C(=O)Nc3ccccc3N2O)n[nH]c1-c1cccc(Cl)c1.

Mulliken charges, unit e, in atom order: number 1, C, carries -0.92; number 2, C, carries -0.37; number 3, H, carries 0.26; number 4, H, carries 0.48; number 5, O, carries -0.27; number 6, C, carries 0.69; number 7, O, carries -0.65; number 8, C, carries 1.15; number 9, C, carries -0.80; number 10, N, carries 0.45; number 11, N, carries -1.08; number 12, C, carries -0.33; number 13, N, carries 0.53; number 14, C, carries 0.35; number 15, O, carries -0.63; number 16, N, carries -0.14; number 17, C, carries 0.68; number 18, C, carries -0.78; number 19, C, carries -0.63; number 20, C, carries -0.72; number 21, C, carries -0.44; number 22, C, carries 0.29; number 23, N, carries 0.08; number 24, O, carries -0.49; number 25, H, carries 0.36; number 26, H, carries 0.51; number 27, H, carries 0.40; number 28, H, carries 0.41; number 29, H, carries 0.37; number 30, H, carries 0.26; number 31, H, carries 0.22; number 32, C, carries 0.78; number 33, C, carries -0.67; number 34, C, carries -0.60; number 35, C, carries -0.48; number 36, C, carries 0.12; number 37, C, carries -0.70; number 38, H, carries 0.47; number 39, Cl, carries -0.22; number 40, H, carries 0.43; number 41, H, carries 0.40; number 42, H, carries 0.49; number 43, H, carries 0.42; number 44, H, carries 0.30; number 45, H, carries 0.04